1.
Here is C25H43F3HfO3P2S as an isolated structure from OMol25. Energies are from ωB97M-V with the def2-TZVPD basis set.

Properties
- electronic energy (Eh) = -2631.977233
- HOMO-LUMO gap (Eh) = 0.1698
- HOMO level (eV) = -12.442
- net charge = +2
- energy relative to the best compared isomer or geometry (same formula, charge and spin) (kJ/mol) = 31.21
- molecular weight (u) = 721.12

Geometry as XYZ:
```
78
Properties=species:S:1:pos:R:3:mulliken_charge:R:1
Hf -0.9802 0.7172 0.0484 0.163
C -0.0702 0.7820 2.5281 0.611
C 0.8961 1.2193 1.5284 1.262
C -0.5155 3.0159 2.0418 0.486
C -0.9692 1.8697 2.7590 0.678
C 0.6625 2.6442 1.3342 0.960
C 0.1244 -0.3546 3.4697 -1.594
H 1.0178 -0.9451 3.2255 0.392
H -0.7322 -1.0372 3.4416 0.178
H 0.2349 -0.0221 4.5204 0.390
C -2.0350 1.8784 3.7663 -1.504
H -2.7608 1.0812 3.5720 0.037
H -2.5811 2.8261 3.7439 0.532
H -1.6386 1.7148 4.7817 0.275
C -1.0906 4.3793 2.1505 -2.086
H -1.3442 4.6092 3.1952 0.524
H -2.0140 4.4770 1.5544 0.340
H -0.3828 5.1452 1.8079 0.327
C 1.7294 3.5907 0.9278 -1.977
H 2.3273 3.9313 1.7943 0.353
H 1.3263 4.4972 0.4546 0.477
H 2.4330 3.1165 0.2277 0.440
C 2.2363 0.6002 1.3254 -1.676
H 3.0176 1.1426 1.8853 0.375
H 2.5186 0.6129 0.2638 0.334
H 2.2494 -0.4400 1.6653 0.470
C 2.1740 -4.2449 1.2019 -0.549
C 3.4974 -4.1176 1.0117 -0.490
C 4.1901 -3.6932 -0.2306 -0.610
C 3.8097 -4.5358 -1.4974 -0.774
C 2.7005 -3.9143 -2.2862 -1.039
C 2.0459 -2.8083 -1.8837 -0.544
C 1.3211 -2.6138 -0.5886 2.749
C 1.0673 -3.8850 0.2504 -1.006
H 5.2854 -3.7530 -0.0958 0.501
H 3.5476 -5.5737 -1.2053 0.357
H 3.9612 -2.6392 -0.4473 0.128
H 0.7923 -4.7354 -0.3918 0.469
H 1.8151 -4.6980 2.1369 0.432
H 4.1909 -4.3133 1.8276 0.443
H 0.1581 -3.7198 0.8599 0.293
H 1.7898 -1.8226 0.0262 -0.450
H 2.0148 -1.9379 -2.5480 0.292
H 0.3320 -2.2022 -0.8642 -1.315
H 4.7272 -4.5873 -2.1255 0.402
H 2.5092 -4.3898 -3.2493 0.386
P -1.0771 -0.2413 -2.1689 1.796
P -1.0914 2.6809 -1.3988 0.647
C -1.2564 1.0127 -3.5560 -0.832
C -1.8804 2.2930 -3.0546 -1.014
H -1.8585 0.5234 -4.3260 0.740
H -0.2212 1.1609 -3.9165 0.437
H -1.7539 3.1157 -3.7767 0.547
H -2.9582 2.1693 -2.8473 0.395
C -1.8020 4.3545 -1.2224 -1.416
H -1.1880 5.0067 -0.5870 0.385
H -2.7896 4.2365 -0.7473 0.397
H -1.9402 4.8199 -2.2152 0.477
C 0.6448 2.9863 -1.9655 -1.411
H 0.7130 2.9542 -3.0594 0.577
H 1.3291 2.2213 -1.5718 0.278
H 1.0216 3.9530 -1.6092 0.472
C -2.6705 -1.1425 -2.4186 -1.666
H -2.5572 -2.1375 -1.9643 0.470
H -2.8156 -1.2387 -3.5030 0.621
H -3.5394 -0.6529 -1.9589 0.429
C -0.1824 -1.3518 -3.3287 -1.817
H 0.7796 -0.8920 -3.5896 0.452
H -0.7869 -1.4736 -4.2455 0.630
H -0.0108 -2.3320 -2.8736 0.652
F -4.4156 -2.4765 2.6718 -0.176
C -3.9191 -1.2310 2.5554 0.509
F -4.9323 -0.3409 2.6490 -0.175
F -3.0544 -1.0205 3.5904 -0.155
S -3.0322 -1.0520 0.8981 1.160
O -1.5455 -1.2507 1.0608 -0.537
O -3.7198 -1.9494 0.0283 -0.529
O -3.0779 0.4280 0.5369 -0.786
```



2.
Here is one molecule with the formula C19H19NO3 from OMol25. Energies are from ωB97M-V with the def2-TZVPD basis set.

Properties
- structure (SMILES) = O=COc1ccc2nc(C=C3[C@H]4C[C@@H]5C[C@@H](C[C@H]3C5)C4)oc2c1
- electronic energy (Eh) = -1015.890060
- HOMO-LUMO gap (Eh) = 0.3116
- HOMO level (eV) = -8.300
- energy relative to the best compared isomer or geometry (same formula, charge and spin) (kJ/mol) = 132.12
- molecular weight (u) = 309.37

Geometry as XYZ:
```
42
Properties=species:S:1:pos:R:3:mulliken_charge:R:1
O -2.8507 -4.0590 -7.0069 -0.467
N 1.0213 -2.5859 -0.7195 -0.761
O -2.5777 -3.4316 -4.8283 -0.397
O -0.6794 -1.1287 -0.9820 -0.354
C -2.1587 -3.8273 -6.0391 0.053
C 0.4472 -1.4990 -0.2776 0.643
C 0.9975 -0.8165 0.8902 -1.289
C 0.8050 0.5103 1.3257 0.215
C 0.4014 -4.0345 -2.6941 -0.925
C -0.5261 -4.2263 -3.7300 -0.244
C -1.7392 -2.3080 -2.9285 -1.096
C 0.2718 -2.9684 -1.7937 0.840
C -1.6381 -3.3506 -3.8415 0.383
C -0.7676 -2.1029 -1.9177 0.587
C -1.2341 1.8275 1.5903 -1.509
C 0.2611 1.1996 3.5935 -1.322
C 0.8229 2.8226 0.4812 -1.525
C 2.2001 2.2795 2.4516 -1.513
C 0.0668 3.5970 2.7759 -1.299
C -0.0501 1.5572 0.6594 0.449
C 1.4290 0.9493 2.6027 0.173
C -0.7056 2.2615 2.9736 0.288
C 1.2655 3.3466 1.8690 0.417
H -1.0961 -3.8900 -6.2478 0.363
H 1.7407 -1.3622 1.4022 0.466
H 1.2588 -4.7302 -2.5234 0.371
H -0.3833 -5.0604 -4.3815 0.519
H -2.5386 -1.5894 -2.9944 0.439
H -1.8301 0.9123 1.6087 0.479
H -1.8220 2.6482 1.2249 0.504
H -0.2914 0.2456 3.7584 0.437
H 0.6218 1.5397 4.5662 0.486
H 1.7020 2.6070 -0.1732 0.432
H 0.2391 3.5657 -0.0249 0.471
H 3.0520 2.1343 1.7859 0.457
H 2.6118 2.6176 3.4032 0.476
H 0.3953 3.8886 3.7808 0.429
H -0.6049 4.3504 2.3068 0.439
H -0.4255 1.2225 -0.3108 0.797
H 2.1107 0.1948 3.0505 0.570
H -1.5781 2.4012 3.6030 0.242
H 1.7751 4.2923 1.7111 0.273
```



3.
Here is AlF2 as an isolated structure from OMol25. Energies are from ωB97M-V with the def2-TZVPD basis set.

Properties
- electronic energy (Eh) = -440.973662
- HOMO-LUMO gap (alpha / beta) (Eh) = 0.2847 / 0.3888
- HOMO level (alpha / beta) (eV) = -26.445 / -25.389
- net charge = +2
- multiplicity = 2
- molecular weight (u) = 64.98

Geometry as XYZ:
```
3
Properties=species:S:1:pos:R:3:lowdin_spin:R:1
Al -32.9197 -22.0024 7.6875 -0.877
F -34.7635 -21.4800 5.4294 0.937
F -31.7170 -22.3419 4.9785 0.940
```



4.
Here is a 2-piece molecular cluster, C25H32N5O6PS overall from OMol25. Energies are from ωB97M-V with the def2-TZVPD basis set.

Properties
- electronic energy (Eh) = -2436.333499
- HOMO-LUMO gap (Eh) = 0.1255
- HOMO level (eV) = -5.929
- molecular weight (u) = 561.60

Geometry as XYZ:
```
70
Properties=species:S:1:pos:R:3:mulliken_charge:R:1
C 2.3426 -1.1013 -2.2603 -1.477
C 1.0583 -1.0347 -1.4955 0.872
C 0.0763 -2.0098 -1.6865 -0.683
C -1.1058 -1.9730 -0.9558 -0.577
C -1.2906 -0.9924 0.0244 -0.055
S -2.7576 -1.0693 1.0558 1.347
O -3.1880 0.2872 1.3030 -0.609
O -3.6327 -2.0788 0.5100 -0.691
N -2.3681 -1.5376 2.6665 -0.074
C -1.5858 -2.6369 3.0201 -0.048
C -1.1349 -3.6972 2.2503 0.138
C -0.4486 -4.7546 2.8705 -0.671
N 0.0313 -5.7978 2.0338 0.939
O 0.6056 -6.7904 2.5405 -0.648
O -0.1741 -5.6807 0.7962 -0.625
C -0.2591 -4.7399 4.2988 -0.508
C -0.6018 -3.6340 5.0561 -0.586
C -1.2774 -2.5591 4.4301 0.610
C -1.8118 -1.3311 4.8767 -0.894
N -1.4977 -0.6568 6.0469 0.918
O -0.9968 -1.2930 7.0039 -0.729
O -1.7541 0.5850 6.1169 -0.680
C -2.3745 -0.5464 3.7333 0.482
C -0.3730 0.0639 0.1242 -0.376
C 0.8165 0.0110 -0.5954 -0.512
H 3.0458 -0.3673 -1.8638 0.354
H 2.7982 -2.0966 -2.2088 0.359
H 2.1690 -0.8818 -3.3189 0.321
H 0.2599 -2.8170 -2.4023 0.382
H -1.8762 -2.7223 -1.1389 0.469
H -1.3444 -3.7142 1.1878 0.588
H 0.1618 -5.6180 4.7794 0.447
H -0.3809 -3.5972 6.1286 0.489
H -3.3423 -0.0317 3.8941 0.206
H -0.6036 0.9212 0.7593 0.538
H 1.5871 0.7758 -0.4626 0.255
C 2.3017 2.0205 4.7795 -1.699
C 1.6152 2.8577 3.6977 0.968
C 2.3241 4.1857 3.4221 -1.598
C 1.4865 1.9884 2.4492 -1.833
N 0.2569 3.2315 4.1503 0.719
P -0.7249 4.1543 3.0830 -0.128
H -1.6023 0.1646 3.5349 -0.224
N -1.9344 4.0315 4.2839 0.771
C -3.2702 4.6196 3.9827 1.007
C -4.2171 4.4046 5.1639 -1.705
C -3.8415 3.8798 2.7677 -1.614
C -2.9846 6.0956 3.6955 -1.527
C -1.3546 3.9858 5.5516 -0.311
C -0.0680 3.5269 5.4704 -0.315
H 1.7374 1.0945 4.9811 0.360
H 3.3001 1.7297 4.4141 0.424
H 2.4384 2.5502 5.7356 0.468
H 1.7425 4.8136 2.7283 0.387
H 2.4383 4.7386 4.3649 0.375
H 3.3068 4.0158 2.9760 0.422
H 0.9188 2.4353 1.6260 0.473
H 2.4928 1.7768 2.0709 0.480
H 1.0253 1.0220 2.6976 0.450
H -3.8794 4.8720 6.1000 0.427
H -5.1957 4.8407 4.9131 0.437
H -4.3750 3.3321 5.3531 0.378
H -3.2145 3.9073 1.8683 0.412
H -4.0411 2.8268 3.0141 0.337
H -4.8007 4.3418 2.5063 0.453
H -2.2238 6.2069 2.9048 0.410
H -3.8864 6.6137 3.3638 0.430
H -2.5982 6.5741 4.6058 0.352
H -1.9198 4.1763 6.4606 0.362
H 0.5910 3.2903 6.2968 0.384
```



5.
Here is one molecule with the formula C4H4N2O2 from OMol25. Energies are from ωB97M-V with the def2-TZVPD basis set.

Properties
- structure (SMILES) = O=C1NN=C[C@H]2O[C@H]12
- electronic energy (Eh) = -414.612573
- HOMO-LUMO gap (Eh) = 0.3757
- HOMO level (eV) = -9.973
- energy relative to the best compared isomer or geometry (same formula, charge and spin) (kJ/mol) = 613.34
- molecular weight (u) = 112.09

Geometry as XYZ:
```
12
Properties=species:S:1:pos:R:3:mulliken_charge:R:1
C 0.3589 -1.1711 0.6556 0.319
C -0.2092 1.2100 -0.9549 -0.193
C -0.4501 0.9597 0.5879 0.109
C -0.9070 -0.4588 0.5233 -0.043
H 1.8910 -1.1453 -0.9798 0.344
H -0.4497 1.9886 -1.7149 0.396
H 0.4573 1.3478 1.1794 0.279
H -1.4299 -0.8110 -0.3393 0.356
N 0.8174 -0.8788 -0.5924 0.053
N 0.5120 0.2095 -1.4263 -0.592
O 0.9266 -1.7635 1.6594 -0.623
O -1.5172 0.5128 1.4020 -0.406
```



6.
Here is C33H50BN7O2PbS3 as an isolated structure from OMol25. Energies are from ωB97M-V with the def2-TZVPD basis set.

Properties
- electronic energy (Eh) = -3232.823723
- HOMO-LUMO gap (alpha / beta) (Eh) = 0.2068 / 0.1695
- HOMO level (alpha / beta) (eV) = -5.517 / -4.542
- energy relative to the best compared isomer or geometry (same formula, charge and spin) (kJ/mol) = 1966.89
- molecular weight (u) = 891.02

Geometry as XYZ:
```
97
Properties=species:S:1:pos:R:3:mulliken_charge:R:1
Pb -0.4398 -2.3143 -0.5076 1.101
C -2.5654 1.2141 -3.7803 -1.314
C -1.6114 1.4642 -2.6335 -0.052
C -0.8001 2.5942 -2.6559 -0.150
C 0.1311 2.8214 -1.6302 -0.352
N 0.2023 1.9159 -0.5976 -0.620
N -0.6079 0.8479 -0.5497 0.724
B -0.5149 -0.3017 0.4709 -0.305
N 1.0776 -1.0563 0.7518 0.728
N 1.6885 -0.0028 1.3079 -0.744
C 2.9243 0.1075 1.8382 -0.509
C 3.7705 -0.9558 1.7644 -0.388
C 3.3374 -2.1637 1.2633 0.131
C 4.4026 -3.2699 1.3254 -1.631
C 1.9769 -2.3454 0.7850 0.905
S 1.7993 -3.9096 0.4773 -0.354
C 3.3426 1.3919 2.5649 2.231
C 4.5235 2.0567 1.8319 -1.573
C 2.1553 2.3716 2.6498 -1.605
C 3.7612 1.0670 4.0189 -1.729
N -1.4740 -0.4197 1.6506 0.746
N -2.2190 0.6422 1.9540 -0.752
C -2.9899 0.6995 3.0714 -0.144
C -3.0250 -0.4205 3.9140 -0.455
C -2.2684 -1.5592 3.6091 0.008
C -2.3228 -2.7446 4.5471 -1.590
C -1.4615 -1.5410 2.4458 1.574
S -0.6349 -2.6837 2.0880 -0.891
C -3.7457 1.9848 3.4156 1.964
C -3.5220 3.0632 2.3295 -1.691
C -3.2216 2.5405 4.7581 -1.510
C -5.2560 1.7023 3.5242 -1.618
C -1.4749 0.5819 -1.5469 1.113
S -2.1587 -0.6658 -1.4919 -0.872
C 1.0658 4.0375 -1.7277 2.103
C 0.2453 5.3430 -1.8149 -1.719
C 1.9527 3.8973 -2.9856 -1.636
C 1.9882 4.1449 -0.5079 -1.385
H -2.5154 2.0195 -4.5437 0.353
H -3.6063 1.1654 -3.3971 0.294
H -2.3128 0.2541 -4.2782 0.107
H -0.8737 3.2777 -3.4910 0.380
H 4.7722 -0.8597 2.1638 0.290
H 5.3792 -2.9248 1.7279 0.325
H 4.5977 -3.6615 0.3044 0.295
H 4.0644 -4.0968 1.9851 0.335
H 4.2546 2.2922 0.7844 0.293
H 5.4103 1.3888 1.8131 0.324
H 4.8192 2.9990 2.3418 0.413
H 1.7697 2.5891 1.6463 -0.084
H 2.4513 3.3227 3.1431 0.487
H 1.3174 1.9248 3.2293 0.338
H 4.6390 0.3895 4.0555 0.325
H 2.9251 0.5778 4.5651 0.341
H 4.0372 1.9955 4.5646 0.429
H -3.6265 -0.4027 4.8135 0.335
H -3.0013 -2.5615 5.4074 0.347
H -1.3085 -2.9518 4.9493 0.305
H -2.6911 -3.6388 4.0020 0.300
H -2.4411 3.3080 2.2333 0.290
H -4.0623 4.0000 2.5869 0.422
H -3.8914 2.7102 1.3426 0.290
H -2.1316 2.7520 4.6916 0.274
H -3.3833 1.8206 5.5878 0.303
H -3.7426 3.4856 5.0242 0.432
H -5.6461 1.3055 2.5627 0.351
H -5.8090 2.6346 3.7709 0.428
H -5.4712 0.9622 4.3232 0.291
H -0.4051 5.3610 -2.7133 0.310
H 0.9201 6.2244 -1.8785 0.423
H -0.3980 5.4580 -0.9161 0.351
H 1.3449 3.8607 -3.9136 0.321
H 2.5576 2.9656 -2.9312 0.319
H 2.6495 4.7588 -3.0754 0.430
H 1.3842 4.3156 0.4064 0.316
H 2.6858 5.0045 -0.6102 0.460
H 2.5936 3.2225 -0.4122 0.016
O 0.2298 -3.8893 -1.6030 -0.756
C 0.2475 -4.0779 -2.8173 -0.153
C -0.2011 -3.0241 -3.8018 1.375
C -1.3969 -3.4757 -4.6321 -0.660
C -1.0176 -4.3411 -5.8324 -0.740
C -0.4255 -5.7022 -5.4705 -0.669
C 0.8855 -5.6097 -4.7009 -0.752
N 0.6909 -5.2670 -3.3111 -0.057
H 0.6445 -2.7203 -4.4281 0.485
H -0.4926 -2.1435 -3.2160 -1.202
H -1.9054 -2.5817 -5.0140 0.207
H -2.1217 -4.0087 -4.0046 0.390
H -0.3159 -3.7935 -6.4738 0.292
H -1.9192 -4.5092 -6.4345 0.374
H -0.2400 -6.2450 -6.4054 0.350
H -1.1594 -6.2873 -4.9028 0.307
H 1.5641 -4.8796 -5.1548 0.296
H 1.3846 -6.5846 -4.7117 0.427
H 0.9953 -5.9176 -2.5961 0.352
O -0.7320 -2.3285 -2.2856 -0.163
```